1.
An isolated molecule of C8H13NO3 at a distorted geometry. Source: OMol25; level of theory: the ωB97M-V functional and the def2-TZVPD basis.

E_HOMO (alpha / beta) ... -0.2876 / -0.2876 Ha
Relative energy (zero: lowest compared OMol25 entry of this formula, charge and spin) ... 698.7 kJ/mol
HOMO-LUMO gap (alpha / beta) ... 7.42 / 7.42 eV

Structure (ORCA input):
```
! wB97M-V def2-TZVPD RIJCOSX def2/J DEFGRID3
* xyz 0 1
C 1.010 -1.091 2.261
C 2.034 -2.016 0.439
C 0.569 -0.254 0.148
C 0.444 -1.739 3.446
C -1.670 0.002 -0.869
C 0.387 0.380 -2.248
C -0.234 2.018 -0.448
C -0.230 0.537 -0.856
N 0.218 -0.350 1.466
O -0.764 0.325 1.918
O 1.589 -0.976 -0.282
O 3.297 -2.300 0.364
H 1.199 -1.895 4.214
H -0.390 -1.140 3.827
H 0.049 -2.715 3.153
H -2.276 0.603 -1.541
H -1.692 -1.032 -1.205
H -2.094 0.063 0.130
H 0.453 -0.667 -2.528
H -0.236 0.890 -2.977
H 1.383 0.815 -2.285
H -0.805 2.595 -1.169
H -0.686 2.125 0.535
H 0.781 2.409 -0.413
H 3.842 -1.659 -0.129
*
```

=====

2.
A structure of composition C8H13NO3SY at a distorted geometry. Source: OMol25; level of theory: the ωB97M-V functional and the def2-TZVPD basis.

E_HOMO ... -0.1193 Ha
HOMO-LUMO gap ... 6.01 eV

Structure (ORCA input):
```
! wB97M-V def2-TZVPD RIJCOSX def2/J DEFGRID3
* xyz -1 1
C 1.695 0.253 -1.641
C 0.528 -0.180 -2.333
C 0.216 -1.496 -1.886
C 1.180 -1.871 -0.910
C 2.093 -0.788 -0.754
Y 0.000 0.000 0.000
N 0.509 1.269 1.251
C -0.445 2.290 0.680
C -1.202 1.644 -0.507
H -0.639 -2.094 -2.208
H -0.030 0.393 -3.074
H 1.199 -2.808 -0.352
H 2.937 -0.755 -0.063
H 2.173 1.229 -1.736
H -1.064 2.193 -1.450
H -1.145 2.620 1.475
H 1.168 1.662 1.924
H -2.270 1.474 -0.301
H 0.128 3.172 0.332
C -2.994 -2.292 3.211
S -2.214 -1.210 1.982
O -2.790 -1.421 0.574
O -2.525 0.271 2.243
O -0.512 -1.299 1.797
H -4.094 -2.146 3.191
H -2.610 -2.038 4.220
H -2.758 -3.351 2.977
*
```

=====

3.
An isolated molecule of C8H13NOS at a distorted geometry. Source: OMol25; level of theory: the ωB97M-V functional and the def2-TZVPD basis.

E_HOMO (alpha / beta) ... -0.1998 / -0.3400 Ha
Relative energy (zero: lowest compared OMol25 entry of this formula, charge and spin) ... 195.9 kJ/mol
HOMO-LUMO gap (alpha / beta) ... 5.70 / 5.01 eV
Expectation value of S² ... 2.02

Structure (ORCA input):
```
! wB97M-V def2-TZVPD RIJCOSX def2/J DEFGRID3
* xyz 0 3
C 1.440 -0.576 2.528
C 1.063 -0.609 1.372
C 1.872 -0.661 3.869
C -1.934 0.234 0.065
C 0.088 1.810 -0.117
C 1.768 -0.814 -1.029
C -0.458 0.478 -0.485
C 0.401 -0.751 -0.213
N -0.279 -2.005 -0.259
O 2.689 -1.350 4.344
S 1.145 0.712 4.844
H -2.119 -0.837 -0.128
H -2.140 0.534 1.158
H -2.726 0.920 -0.659
H -0.731 2.546 -0.479
H 0.323 1.897 0.996
H 0.947 2.200 -0.587
H 2.360 -1.758 -0.767
H 1.628 -0.557 -2.123
H 2.372 0.072 -0.731
H -0.365 0.424 -1.609
H -0.729 -2.269 0.562
H 0.641 -2.677 -0.350
H 0.457 1.258 3.848
*
```

=====

4.
A cluster of 2 separate species, C8H13NOSi in total at a distorted geometry. Source: OMol25; level of theory: the ωB97M-V functional and the def2-TZVPD basis.

Structure (SMILES) ... [H]/N=C1\C=CC=CC1.C[Si](C)=O
E_HOMO ... -0.3179 Ha
Relative energy (zero: lowest compared OMol25 entry of this formula, charge and spin) ... 143.3 kJ/mol
HOMO-LUMO gap ... 8.74 eV

Structure (ORCA input):
```
! wB97M-V def2-TZVPD RIJCOSX def2/J DEFGRID3
* xyz 0 1
C -3.743 -0.167 -0.626
C -3.597 0.941 0.304
C -2.675 -0.869 -0.937
C -2.371 1.228 0.816
C -1.302 -0.585 -0.361
C -1.117 0.631 0.375
C 3.356 0.341 -1.307
C 3.154 -0.706 1.538
N 0.067 1.052 0.679
O 1.415 -1.865 -0.718
Si 2.410 -0.810 -0.188
H -4.781 -0.478 -1.014
H -4.422 1.723 0.460
H -2.804 -1.736 -1.610
H -2.355 2.030 1.496
H -0.875 -1.429 0.228
H 4.402 0.014 -1.404
H 3.061 0.134 -2.352
H 3.058 1.400 -1.093
H 2.745 0.290 1.937
H 2.882 -1.580 2.216
H 4.246 -0.663 1.429
H -0.094 1.743 1.369
H -0.660 -0.639 -1.238
*
```